{
  "formula": "C56H63N6SSbSi3Ti",
  "method": "wB97M-V/def2-TZVPD",
  "symbols": ["H", "H", "Ti", "H", "C", "C", "C", "H", "N", "C", "C", "C", "C", "H", "C", "N", "H", "Sb", "H", "H", "C", "C", "H", "C", "H", "C", "H", "H", "C", "H", "N", "C", "N", "H", "N", "H", "H", "C", "C", "H", "H", "C", "H", "H", "C", "C", "H", "C", "H", "H", "C", "H", "C", "C", "C", "H", "C", "H", "N", "C", "C", "S", "H", "C", "H", "H", "H", "C", "C", "C", "C", "C", "H", "C", "H", "H", "C", "H", "H", "H", "H", "H", "H", "H", "H", "C", "H", "C", "C", "H", "Si", "Si", "H", "C", "H", "C", "H", "H", "H", "C", "Si", "H", "H", "C", "C", "C", "C", "C", "C", "H", "C", "C", "H", "C", "H", "C", "H", "H", "H", "H", "C", "C", "C", "C", "H", "H", "H", "C", "H", "H", "H"],
  "positions_angstrom": [[4.073, 4.514, 1.229], [-2.615, 5.145, -1.830], [-0.753, -0.597, 0.247], [0.739, -0.843, -2.617], [-7.669, 1.137, -2.715], [4.327, -4.021, -1.117], [-0.278, 3.392, 4.185], [2.842, 2.320, 2.886], [-0.199, -0.545, 2.151], [-0.171, -3.143, -4.717], [0.501, -1.486, 2.879], [-0.336, 0.542, 2.981], [4.097, 1.847, -0.919], [0.247, 4.859, -2.737], [-1.514, 4.413, 5.968], [-0.134, -2.572, 0.188], [5.175, -3.537, 1.453], [0.339, 1.883, -0.456], [3.842, -4.831, -0.565], [0.113, 6.327, -1.796], [-2.586, 3.580, 5.695], [-0.359, 4.315, 5.210], [1.750, -0.388, -3.982], [-3.812, 0.289, -1.128], [4.277, -5.052, 4.410], [-3.071, -0.681, -1.783], [-1.446, 1.893, -4.680], [4.437, -4.323, -2.156], [2.987, 1.637, 2.054], [2.423, 4.991, 0.888], [3.909, -1.901, 1.075], [1.292, -3.747, 3.490], [-2.272, 0.633, 0.764], [2.818, -6.292, 5.959], [-1.818, -1.143, -1.420], [0.449, 4.602, 1.795], [-1.444, 3.191, -3.499], [3.209, -4.887, 4.399], [-2.505, 4.561, -0.922], [-0.584, -4.217, 4.407], [1.817, -4.568, -2.399], [-6.545, 1.644, -3.347], [0.632, 3.305, 3.607], [2.729, 2.069, -4.131], [-7.535, 0.383, -1.561], [-2.247, 1.531, 1.804], [-5.057, 2.392, 0.314], [-6.279, 0.134, -1.040], [1.486, -1.446, 4.880], [3.290, -3.458, 2.811], [0.389, 5.279, -1.748], [0.108, -3.282, -6.821], [0.402, 0.326, 4.197], [0.478, -3.588, -5.851], [-0.409, -3.001, -2.231], [0.473, -5.526, -1.170], [2.660, -3.985, 3.507], [3.840, 0.842, -1.233], [3.523, -2.820, -1.091], [-2.512, 2.670, 4.658], [-3.566, -1.414, -2.903], [2.048, -0.821, -0.350], [-0.157, 6.149, 1.234], [0.638, -4.635, 0.823], [2.241, 0.849, 2.141], [-3.037, 5.089, -0.136], [-3.013, 3.614, -1.072], [0.236, -3.525, -3.425], [0.690, -2.808, 2.508], [1.834, 2.660, -3.966], [-3.419, 0.914, 0.058], [1.406, -4.299, -3.357], [-3.343, 2.008, 4.463], [3.249, 4.389, 0.533], [2.109, -4.745, -6.637], [0.488, 4.951, 5.425], [-1.267, 1.563, 2.812], [2.121, 3.548, -3.416], [1.445, 5.228, -1.517], [5.993, -2.083, 0.828], [5.387, -2.125, 2.485], [5.318, -3.849, -0.709], [-0.999, -2.467, -4.841], [3.557, -1.141, 1.642], [-6.163, -0.463, -0.147], [2.067, -4.727, -4.492], [-8.648, 1.334, -3.121], [5.189, -2.449, 1.468], [-4.129, 1.982, 0.669], [-2.688, -3.116, -3.942], [-0.662, 4.347, -0.451], [0.495, 1.614, -3.077], [0.025, -0.583, -4.188], [0.340, -3.314, 1.250], [2.869, -2.730, -1.860], [-1.528, -2.140, -2.310], [3.571, 4.805, -0.416], [-1.573, 5.124, 6.778], [-3.611, 3.176, 2.427], [0.478, -4.412, 4.400], [2.826, 2.521, 0.346], [-8.409, -0.012, -1.065], [1.474, 2.979, -4.938], [-0.378, 5.087, 1.288], [1.597, -4.400, -5.753], [0.788, -0.221, -3.509], [-2.608, -2.319, -3.232], [-1.361, 2.571, 3.884], [-0.015, -3.372, -0.911], [4.124, 2.474, -1.803], [-1.272, 2.126, -3.633], [-5.145, 0.626, -1.678], [0.390, -5.845, 5.980], [0.905, -0.931, 4.138], [-4.533, -1.277, -3.345], [-3.385, 2.386, 1.740], [2.965, -5.321, -4.396], [-3.482, 3.625, 6.295], [5.100, 1.824, -0.506], [0.973, -5.430, 1.460], [2.390, -5.570, 5.282], [-5.286, 1.389, -2.831], [3.264, -1.976, -0.093], [0.424, -4.670, -0.526], [-4.408, 1.783, -3.322], [3.972, 1.195, 2.174], [0.475, 1.025, 5.007], [1.028, -5.325, 5.283], [-2.022, 1.592, -3.047], [-6.649, 2.235, -4.246], [-1.255, 4.965, 1.916]],
  "mulliken_spin": [0.000, 0.000, 0.824, 0.019, 0.001, -0.001, -0.006, 0.000, -0.050, 0.024, 0.050, 0.039, 0.002, 0.000, -0.005, 0.005, 0.000, 0.030, 0.000, 0.000, 0.002, 0.001, -0.002, 0.020, 0.000, 0.008, 0.000, 0.000, -0.010, 0.000, -0.001, -0.001, -0.005, 0.000, -0.018, 0.000, 0.000, 0.001, 0.002, 0.000, 0.007, -0.002, 0.000, 0.000, -0.001, 0.053, -0.001, 0.004, 0.003, -0.001, -0.002, 0.000, 0.010, -0.017, 0.087, -0.001, -0.005, 0.000, 0.001, -0.007, 0.005, -0.029, 0.000, -0.040, 0.014, 0.000, -0.002, 0.007, -0.007, 0.002, -0.020, 0.025, 0.001, -0.001, 0.002, 0.000, -0.034, 0.000, 0.001, 0.000, 0.000, 0.000, 0.005, 0.004, 0.000, -0.017, 0.000, 0.000, 0.027, 0.002, 0.005, 0.011, 0.003, 0.030, 0.002, -0.060, 0.000, 0.000, -0.001, -0.009, 0.004, 0.000, 0.000, -0.001, 0.028, -0.011, 0.020, -0.010, -0.071, 0.000, 0.005, 0.003, 0.000, 0.017, 0.005, -0.020, 0.000, 0.000, 0.000, 0.000, 0.000, 0.006, 0.003, 0.042, 0.001, 0.001, 0.002, 0.000, -0.003, 0.000, -0.001],
  "relative_energy_kcal_mol": 0.0,
  "charge": 1,
  "total_energy_ha": -4856.67066,
  "gap_ev": [5.344, 5.264],
  "multiplicity": 2
}